# C20H27N3O5

A cluster of 2 separate species, C20H27N3O5 in total (ωB97M-V with the def2-TZVPD basis set, OMol25).

Positions of all 55 atoms, in Å:
C 2.216 1.107 -7.485
N 1.804 0.515 -6.212
C 2.636 0.223 -5.203
O 3.848 0.398 -5.285
C 2.005 -0.351 -3.918
C 2.998 -1.004 -2.939
C 2.437 -1.307 -1.582
C 1.828 -2.458 -1.216
N 1.423 -2.374 0.102
C 1.752 -1.155 0.655
C 1.570 -0.605 1.932
C 2.035 0.697 2.187
C 2.668 1.428 1.165
C 2.845 0.864 -0.115
C 2.394 -0.443 -0.402
N 0.831 -1.223 -4.117
C 0.696 -2.318 -4.868
C 1.799 -2.788 -5.800
O -0.342 -2.956 -4.810
H 1.499 0.854 -8.267
H 3.201 0.733 -7.772
H 2.271 2.192 -7.386
H 0.824 0.325 -6.073
H 1.634 0.533 -3.398
H 3.843 -0.329 -2.795
H 3.396 -1.925 -3.364
H 1.681 -3.312 -1.867
H 0.955 -3.124 0.590
H 1.084 -1.177 2.708
H 1.911 1.137 3.167
H 3.027 2.428 1.366
H 3.345 1.430 -0.887
H 0.036 -1.045 -3.522
H 1.622 -3.834 -6.045
H 2.775 -2.698 -5.333
H 1.771 -2.201 -6.714
C -1.887 0.569 3.378
C -1.369 1.095 4.716
O -2.402 1.038 5.717
C -3.319 2.046 5.710
O -3.286 3.035 4.988
C -4.465 1.956 6.706
C -5.554 1.030 6.175
C -6.949 1.026 6.874
O -6.705 1.625 5.620
H -2.683 1.213 2.993
H -1.077 0.548 2.643
H -2.279 -0.445 3.495
H -0.533 0.469 5.042
H -0.980 2.112 4.594
H -4.091 1.589 7.663
H -4.877 2.957 6.861
H -5.184 0.107 5.714
H -7.541 0.105 6.892
H -7.139 1.689 7.723

Values from the calculation:
structure (SMILES) = CNC(=O)[C@H](Cc1c[nH]c2ccccc12)NC(C)=O.CCOC(=O)C[C@H]1CO1
net charge = 0
energy above the lowest of the compared OMol25 structures with the same formula, charge and spin = 84.2 kcal/mol
LUMO energy = 0.594 eV
HOMO level = -8.2 eV
DFT total energy = -1318.7754 hartree
orbital gap = 8.76 eV